Entry from the OMol25 dataset: 2 unconnected molecules or ions with the total composition C3H7N2O3 at a distorted geometry (ωB97M-V/def2-TZVPD).

## Properties
ΔE to the lowest compared entry with this formula, charge and spin = 203.16 kcal/mol
Kohn-Sham gap = 7.229 eV
Net charge = -1
LUMO = 4.1026 eV

Last column: Löwdin charge in e.
Atoms and positions in Å:
O 0.29767 1.90502 0.31244  -0.239
O -2.70721 -0.75315 0.64221  -0.056
O 1.80662 0.92267 -1.18252  -0.155
N -1.94834 -0.48961 -0.21938  -0.142
N 1.05584 0.86819 -0.11538  -0.426
C -2.08560 0.83856 -0.80011  -0.120
C 1.86589 -1.40511 0.46941  -0.148
C 1.09137 -0.17346 0.72288  -0.212
H 0.65319 -0.12041 1.70489  0.091
H -1.91736 0.91303 -1.95740  0.118
H 2.94340 -1.18952 0.09399  0.083
H -1.37154 1.40887 -0.25934  0.005
H 1.48340 -1.94664 -0.41486  0.058
H -3.03216 1.28945 -0.36142  0.084
H 1.86482 -2.06791 1.36459  0.060

Force components x, y, z for each atom (eV/Å):
1.474 -0.991 -1.273
-1.474 -0.160 1.697
-1.589 -0.063 1.271
1.620 -0.178 -2.476
0.278 0.251 1.893
-2.332 0.216 -0.861
1.724 -0.189 -1.422
0.308 0.456 -0.718
-0.511 0.673 -0.251
-0.303 -0.378 2.435
-1.349 -0.169 0.981
1.836 0.735 0.178
-0.194 -0.128 0.397
0.427 -0.518 -1.146
0.086 0.442 -0.704



Entry from the OMol25 dataset: a single C2H6O2 molecule (ωB97M-V/def2-TZVPD).

## Properties
ΔE to the lowest compared entry with this formula, charge and spin = 100.47 kcal/mol
Kohn-Sham gap = 8.320 eV
Net charge = 0
LUMO = 0.4846 eV

Last column: Löwdin charge in e.
Atoms and positions in Å:
O 1.74681 0.85076 -0.59554  0.006
O -0.32530 -0.18684 -0.55202  -0.155
C -1.23319 -1.17284 0.57240  -0.005
C 0.69722 0.48489 0.21915  -0.294
H 1.05688 -0.21865 0.97156  0.126
H 1.47407 1.59564 -1.14713  0.108
H 0.17463 1.32708 0.68274  0.141
H 0.13393 -0.89866 -1.02719  0.134
H -1.73805 -0.31278 1.06156  -0.030
H -1.98699 -1.46857 -0.18553  -0.031

Force components x, y, z for each atom (eV/Å):
-0.045 0.175 -0.177
0.128 -0.258 -0.004
-0.284 0.251 -0.214
-0.121 0.014 0.315
-0.016 0.098 -0.085
0.097 -0.080 0.059
0.102 -0.108 -0.063
-0.100 0.086 0.043
0.114 -0.175 -0.030
0.125 -0.002 0.156



Entry from the OMol25 dataset: a gas-phase ion, C2H7N2O2 (charge +1) at a distorted geometry (ωB97M-V/def2-TZVPD).

## Properties
ΔE to the lowest compared entry with this formula, charge and spin = 172.67 kcal/mol
Kohn-Sham gap (alpha / beta) = 9.914 / 9.914 eV
Net charge = +1
Structure (SMILES) = CN(O)[N+](C)=O
LUMO (alpha / beta) = -6.1244 / -6.1248 eV

Last column: Löwdin charge in e.
Atoms and positions in Å:
O -1.16446 0.96593 0.33352  0.054
O 1.95111 -0.80416 -0.19273  0.180
N 1.08162 0.01825 -0.11002  -0.231
N -0.18275 -0.34449 -0.09432  -0.015
C 1.41525 1.45064 -0.12125  0.052
C -0.75856 -1.62246 -0.05182  -0.013
H 0.96774 2.19938 -0.83278  0.134
H -1.95389 0.34394 0.57064  0.141
H 1.22560 1.93928 0.95418  0.172
H 2.49284 1.45832 -0.35380  0.116
H -1.90413 -1.65312 -0.32548  0.161
H -0.12821 -2.29558 -0.66793  0.125
H -0.76474 -2.06488 0.96862  0.125

Force components x, y, z for each atom (eV/Å):
1.068 -5.433 -0.715
-0.357 -0.060 0.061
-1.563 -0.322 -0.551
-1.682 5.565 1.012
1.010 3.007 1.927
-1.683 -2.559 0.574
-0.449 -1.688 0.359
1.482 1.847 -0.395
0.421 -1.494 -2.236
-0.464 -0.140 0.435
2.493 0.472 -0.164
-0.639 0.349 0.004
0.363 0.456 -0.310



Entry from the OMol25 dataset: 2 unconnected molecules or ions with the total composition C6H9BrSSi at a distorted geometry (ωB97M-V/def2-TZVPD).

## Properties
Kohn-Sham gap (alpha / beta) = 7.064 / 7.215 eV
Multiplicity = 3
Net charge = 0
LUMO (alpha / beta) = 0.7130 / -1.9874 eV

Last column: Löwdin charge in e.
Atoms and positions in Å:
Br 3.44848 0.47416 -0.97754  0.216
S -1.99961 0.23299 1.57236  0.897
Si 1.22885 0.73667 -1.36775  0.315
C 0.00814 -1.24482 2.14851  -0.236
C -1.10554 -1.73015 2.90775  -0.244
C -0.33030 -0.19979 1.38938  -0.343
C 0.83750 2.61479 -1.66740  -0.259
C -2.27056 -1.11139 2.74971  -0.360
C 0.33603 -0.66483 -2.41075  -0.259
H -0.69715 -0.49233 -2.21702  -0.007
H 1.59457 3.22611 -1.21126  0.011
H -3.12486 -1.16301 3.27811  0.021
H 1.03481 2.72961 -2.70273  -0.004
H 0.50978 -0.46797 -3.50324  0.028
H 0.92891 -1.72175 2.33477  0.085
H -0.99308 -2.66497 3.58849  0.141
H -0.04718 3.13808 -1.58620  -0.010
H 0.64120 -1.69141 -2.32519  0.010

Force components x, y, z for each atom (eV/Å):
-0.333 0.115 -0.522
0.024 -0.551 0.436
-0.838 -0.277 0.862
-0.344 -0.314 0.427
0.778 -2.854 1.591
-1.547 -0.119 0.854
2.232 -1.729 -0.767
2.656 2.365 -2.791
1.709 1.952 -1.649
-0.908 -0.191 0.206
0.506 -0.004 0.568
-2.852 -0.374 1.390
0.456 0.197 -1.498
-0.295 0.087 0.705
1.205 -0.131 -0.370
-0.150 1.865 -1.151
-2.446 0.268 0.879
0.147 -0.304 0.831



Entry from the OMol25 dataset: 10 unconnected molecules or ions with the total composition C11H42BNO15PS at a distorted geometry (ωB97M-V/def2-TZVPD).

## Properties
Kohn-Sham gap = 5.566 eV
Net charge = -1
LUMO = 1.7489 eV

Last column: Löwdin charge in e.
Atoms and positions in Å:
S -1.61787 0.22355 -2.12234  0.307
P -1.67329 -0.96576 -0.53473  0.503
O 1.78384 2.69820 3.67957  -0.135
O -1.11144 -1.49427 3.55774  -0.142
O -2.99653 -2.07615 -0.77624  -0.292
O 2.03556 -0.68340 -2.12262  0.021
O 1.12198 0.53076 -0.01402  -0.002
O 0.19330 -2.88191 -3.12734  -0.263
O -4.62159 1.68170 -3.63658  -0.160
O -0.41476 -4.30879 -1.29454  -0.177
O -6.48403 0.09407 -5.44063  -0.139
O 7.82596 1.33283 5.79211  -0.144
O -1.98416 -6.00726 2.92998  -0.136
O -4.59228 -0.27495 -9.56359  -0.138
O 4.49476 3.41102 4.05754  -0.163
O -1.87292 0.10910 0.83685  -0.290
O 3.81039 2.08165 0.29817  -0.124
N 0.45833 -2.35800 0.84035  0.020
C -3.32513 -5.62973 3.18211  -0.171
C -4.73512 1.02375 -10.10879  -0.169
C -0.91633 -2.70367 4.26737  -0.153
C -0.04601 -3.05043 -1.66429  -0.405
C 4.87324 1.90002 1.21558  -0.146
C -3.85584 2.86851 -3.53984  -0.196
C -5.87043 -0.85583 -6.29237  -0.151
C 0.05748 -1.85941 -0.54320  -0.365
C 5.55761 3.22938 4.97494  -0.135
C 0.80917 3.51922 3.06294  -0.161
C 8.75780 0.48953 5.14035  -0.154
B 1.14580 -0.65328 -0.94446  -0.496
H -1.06985 -0.77187 4.20715  0.088
H -4.49969 3.73396 -3.71507  0.066
H 8.74314 -0.49930 5.60537  0.077
H -4.98956 1.65142 -4.53603  0.052
H -5.22530 -0.33242 -7.00192  0.064
H 5.09237 0.83293 1.29876  0.089
H -6.63959 -1.40613 -6.83991  0.075
H 6.44544 3.75442 4.61404  0.082
H 2.63985 3.14907 3.58317  0.025
H -5.26830 -1.54589 -5.69621  0.085
H 5.26512 3.61651 5.95414  0.082
H -5.79711 1.27682 -10.15037  0.079
H -1.70523 -2.82010 5.01458  0.071
H -7.04973 -0.39936 -4.82271  0.088
H 3.63859 3.03716 0.24524  0.090
H -3.64042 -0.47165 -9.53922  0.089
H -2.51411 -0.28798 1.51049  0.070
H 8.47940 0.39888 4.08779  0.084
H 5.76107 2.42505 0.85468  0.075
H 0.78310 4.49183 3.56043  0.067
H -3.05039 2.84475 -4.27797  0.073
H 2.05739 0.79035 0.23504  0.071
H -4.31816 1.04383 -11.11873  0.071
H 9.75776 0.92397 5.21442  0.074
H -3.71530 -5.07392 2.32597  0.081
H 4.32296 4.36653 4.00461  0.099
H -4.21532 1.74561 -9.47406  0.077
H -3.92963 -6.52334 3.35614  0.070
H 1.05392 3.64537 2.00538  0.075
H -0.95745 -3.53882 3.56421  0.068
H -3.35432 -4.99417 4.07026  0.069
H -3.57393 -1.64303 -1.48173  0.062
H 0.28391 -1.64368 1.58165  0.056
H -3.42651 2.93363 -2.53732  0.063
H 0.06189 -2.68785 4.75418  0.080
H 0.02495 -3.28414 1.06496  0.075
H -1.98986 -6.56999 2.13712  0.090
H 4.58076 2.28715 2.19478  0.049
H -0.16829 3.03971 3.15373  0.080
H 8.09856 1.39424 6.72336  0.089
H 5.77673 2.16230 5.05812  0.070
H 1.42364 -0.44229 -2.89861  0.113

Force components x, y, z for each atom (eV/Å):
-0.210 -0.452 0.883
-0.600 1.239 -1.914
0.207 0.197 0.044
-0.160 0.614 0.151
1.117 2.370 0.473
-2.934 1.011 1.573
1.872 -2.926 -1.225
-0.950 0.666 7.867
-0.285 0.035 -0.349
1.725 6.359 -0.151
-0.519 0.142 0.382
0.001 0.213 0.604
0.189 -0.335 -0.176
0.377 -0.319 0.058
-0.383 0.889 -0.243
-1.304 -3.280 -0.594
-0.311 0.393 -0.285
-0.581 -0.084 -0.803
0.048 -0.092 -0.275
0.212 -0.044 0.034
0.046 -0.006 0.070
-0.798 -5.489 -5.474
-0.054 0.132 0.269
-0.094 -0.198 -0.060
0.076 -0.223 0.060
-0.183 -0.618 0.789
0.109 -0.086 0.145
0.227 -0.134 -0.023
0.121 -0.074 0.132
0.199 2.105 -0.558
0.048 -0.307 -0.508
0.118 0.260 0.007
0.162 -0.096 -0.195
0.010 -0.289 0.534
-0.178 -0.067 0.133
-0.106 0.138 -0.136
0.169 -0.114 -0.184
0.124 -0.128 0.171
-0.318 -0.656 0.261
0.096 -0.090 -0.204
0.182 -0.072 0.111
0.153 -0.131 0.054
0.047 -0.242 0.111
0.411 0.439 -0.243
-0.064 -0.636 -0.063
-0.565 0.008 0.070
1.368 0.500 -1.160
-0.036 0.071 0.206
0.208 -0.077 0.126
-0.224 0.189 -0.084
0.161 0.223 0.099
-1.356 -0.042 -0.775
-0.075 0.261 -0.065
0.115 -0.180 -0.159
-0.214 0.061 0.120
0.137 -0.470 0.009
-0.089 0.221 -0.142
-0.251 0.111 0.082
-0.288 0.092 -0.086
-0.007 0.168 0.055
0.098 -0.100 -0.117
1.299 -0.523 1.157
-0.033 -0.865 -1.042
-0.045 -0.142 -0.179
-0.011 -0.235 0.084
0.360 1.237 -0.534
0.177 0.443 0.354
0.303 -0.194 -0.076
0.190 0.036 -0.059
-0.248 0.000 -0.530
-0.113 0.317 -0.097
1.127 -1.127 1.491



Entry from the OMol25 dataset: a gas-phase ion, C6H8N6 (charge +2) at a distorted geometry (ωB97M-V/def2-TZVPD).

## Properties
ΔE to the lowest compared entry with this formula, charge and spin = 33.45 kcal/mol
Kohn-Sham gap = 9.632 eV
Net charge = +2
Structure (SMILES) = N#C[C@H]1NC(=[NH2+])C2=N[C@H]2NC1=[NH2+]
LUMO = -9.3183 eV

Last column: Löwdin charge in e.
Atoms and positions in Å:
N -1.73561 2.20651 -1.15912  0.328
N -2.16782 -1.71671 -0.14431  0.285
N 1.02979 -0.32342 1.55310  0.161
N -0.55218 1.54205 1.95307  0.337
N -0.24619 0.48166 -1.44275  0.138
N 1.48070 -2.24812 0.51941  0.262
C -1.10735 -1.45080 -0.45782  -0.191
C -0.81487 1.44041 -0.72809  -0.233
C 0.95410 1.11087 1.50006  -0.071
C 0.08610 -0.84006 -0.94310  -0.107
C 0.94070 -1.04560 0.49809  -0.186
C -0.22298 1.51766 0.68992  -0.110
H -2.09689 1.73850 -1.93559  0.139
H -0.56072 0.37704 -2.44232  0.215
H 1.93570 -2.46878 1.35796  0.134
H 1.83164 1.64877 1.84314  0.164
H 0.42532 -1.30817 -1.85595  0.176
H 1.49593 -0.83994 2.24946  0.172
H 1.28427 -3.01155 -0.13124  0.177
H -1.95963 3.18966 -0.92391  0.211

Force components x, y, z for each atom (eV/Å):
0.044 0.927 0.130
-1.182 -0.548 0.600
0.276 1.506 -0.574
2.070 -0.012 -3.974
-0.762 -0.169 -1.885
-1.004 0.369 -1.119
-0.939 -0.287 -0.650
2.387 0.299 4.009
-3.394 0.023 -0.061
1.015 0.803 2.609
0.135 -2.164 -4.605
0.057 0.267 2.696
-1.763 0.505 -2.093
0.473 0.508 1.149
0.953 -1.097 1.182
-0.304 0.292 -0.214
1.148 -0.862 0.491
0.637 0.130 1.930
0.132 0.457 0.189
0.021 -0.947 0.191



Entry from the OMol25 dataset: 2 unconnected molecules or ions with the total composition C5H13N3O2 at a distorted geometry (ωB97M-V/def2-TZVPD).

## Properties
ΔE to the lowest compared entry with this formula, charge and spin = 50.63 kcal/mol
Kohn-Sham gap = 9.129 eV
Net charge = 0
Structure (SMILES) = [H]/N=C(\N)NCC.CC(=O)O
LUMO = 0.4175 eV

Last column: Löwdin charge in e.
Atoms and positions in Å:
O 1.59495 1.33210 1.93736  0.068
O 1.30406 2.57113 0.02988  0.056
N 1.16671 -1.20512 -0.12907  0.094
N -1.14566 -1.12967 -0.56238  -0.007
N -0.36540 -1.53704 1.57892  0.104
C 1.95250 1.75805 0.84889  -0.627
C -3.17074 -0.40891 -1.26996  -0.116
C -0.17872 -1.23165 0.36643  -0.609
C 3.34999 1.61000 0.30284  -0.004
C -2.55957 -1.36099 -0.21424  -0.222
H -4.11288 0.17731 -0.73868  0.124
H 4.03343 1.10270 0.87041  0.045
H 0.40594 -1.32039 2.25935  0.058
H -3.56815 -1.06682 -2.11234  0.079
H -2.75203 -2.45574 -0.30723  0.127
H -2.48071 0.24656 -1.67578  0.022
H 1.74844 -0.96456 0.71151  0.088
H -2.97056 -0.87418 0.65241  0.093
H 1.21440 -0.49469 -0.86806  0.072
H 3.72236 2.68436 0.04602  0.128
H 3.37573 1.12742 -0.70150  0.093
H -0.91327 -1.40645 -1.47197  0.115
H 0.34917 2.84656 0.44717  0.219

Force components x, y, z for each atom (eV/Å):
-0.206 0.606 -1.712
-4.404 1.297 1.177
-0.435 1.347 0.368
-0.513 0.080 2.486
-0.872 0.818 1.956
1.480 -0.468 1.916
-5.629 -2.131 0.457
2.768 -1.542 0.852
-0.603 2.522 -3.277
0.684 1.154 -2.159
2.307 -1.331 -1.826
1.371 -1.106 1.893
-0.803 -0.503 -1.421
0.106 1.219 0.745
-0.477 1.001 0.244
1.177 1.428 -0.443
-0.465 -0.217 -1.554
1.180 -0.736 1.205
0.568 -0.212 0.384
-0.500 -1.839 0.719
-0.399 0.217 0.588
0.368 -0.390 -1.322
3.298 -1.215 -1.276



Entry from the OMol25 dataset: a gas-phase ion, C3H6N (charge +1) at a distorted geometry (ωB97M-V/def2-TZVPD).

## Properties
ΔE to the lowest compared entry with this formula, charge and spin = 14.77 kcal/mol
Kohn-Sham gap = 9.645 eV
Net charge = +1
Structure (SMILES) = C=C[NH+]=C
LUMO = -5.9758 eV

Last column: Löwdin charge in e.
Atoms and positions in Å:
N -0.94261 -0.11166 0.22570  0.053
C -0.47261 0.10193 1.40661  0.200
C 1.18831 -0.05791 -0.93919  0.086
C -0.12958 0.05172 -0.99166  -0.103
H -0.79115 0.36278 -1.77569  0.123
H -1.71180 -0.76856 0.09659  0.182
H 1.73131 -0.53613 -0.09153  0.102
H 0.51190 0.56274 1.50936  0.130
H -1.19935 -0.07021 2.20670  0.136
H 1.81560 0.46529 -1.64690  0.091

Force components x, y, z for each atom (eV/Å):
2.197 -1.884 -0.276
-1.501 0.456 -0.656
0.407 0.218 0.801
-0.432 0.437 1.248
0.328 0.355 -0.577
-0.671 0.732 0.324
-0.637 0.555 -0.585
-0.428 -0.003 0.150
0.787 -0.197 0.176
-0.051 -0.668 -0.605



For each record above, in turn, the calculated molecular weight values are 119.100; 62.068; 91.090; 221.195; 502.302; 164.172; 147.178; 56.088 Da.
For each record above, in turn, the calculated calculated total energy values are -453.56394; -230.12051; -339.90495; -3495.56341; -2391.97949; -561.18670; -513.01462; -172.33507 hartree.